# 1
C3H3NOS2 | wB97M-V/def2-TZVPD

Results
Charge: 0
2S+1: 1
E_LUMO (eV): -1.52
Orbital gap (eV): 7.69
HOMO level (eV): -9.205
SMILES: O=CS/N=C/C=S
Relative energy (zero: lowest compared OMol25 entry of this formula, charge and spin) (kJ/mol): 247.89

Last column: Mulliken charge in e.
Element x y z (Å)
C (-0.3424, -2.3078, 0.2644)  0.18
C (0.1327, 0.7118, -0.0948)  0.32
C (0.4760, 2.1368, -0.3575)  -0.38
H (-0.8515, -3.3349, 0.4303)  0.24
H (1.0237, 0.0361, -0.2991)  0.38
H (-0.4012, 2.7331, 0.1529)  0.25
N (-1.0108, 0.3914, 0.3652)  -0.41
O (0.8518, -2.0659, 0.1903)  -0.45
S (-1.6153, -1.1256, 0.4792)  0.05
S (1.7371, 2.8250, -1.1309)  -0.19

# 2
C4H7N3 | wB97M-V/def2-TZVPD

Results
Charge: 0
2S+1: 1
E_LUMO (eV): 1.12
Orbital gap (eV): 9.02
HOMO level (eV): -7.902
SMILES: CNc1cc[nH]n1
Relative energy (zero: lowest compared OMol25 entry of this formula, charge and spin) (kJ/mol): 47.86

Last column: Mulliken charge in e.
Element x y z (Å)
C (2.2390, 0.1956, 0.2474)  -0.76
N (1.2071, 0.1835, -0.7729)  -0.23
C (-0.1292, 0.0643, -0.4207)  0.53
N (-1.0642, 0.6817, -1.1310)  -0.89
N (-2.2264, 0.2918, -0.5632)  0.30
C (-2.0494, -0.5307, 0.4891)  -0.70
C (-0.6924, -0.7149, 0.6249)  -0.30
H (1.7961, 0.0321, 1.2347)  0.28
H (2.9873, -0.5884, 0.0756)  0.23
H (2.7606, 1.1602, 0.2804)  0.27
H (1.3318, 0.8599, -1.5121)  0.28
H (-3.0911, 0.6343, -0.9457)  0.21
H (-2.8846, -0.9292, 1.0485)  0.42
H (-0.1846, -1.3402, 1.3448)  0.35

# 3
C32H46Ge3N2O8S2Ti | wB97M-V/def2-TZVPD

Results
Charge: -2
2S+1: 1
E_LUMO (spin up / spin down) (eV): 3.99 / 3.99
Orbital gap (spin up / spin down) (eV): 3.25 / 3.25
HOMO level (spin up / spin down) (eV): 0.741 / 0.743
Relative energy (zero: lowest compared OMol25 entry of this formula, charge and spin) (kJ/mol): 270.80

Last column: Mulliken charge in e.
Element x y z (Å)
Ti (0.4588, 1.6524, -0.7159)  -0.85
O (-1.9738, 4.4494, -0.7980)  -0.78
S (-1.5348, 3.1633, -1.3002)  2.10
O (-0.1092, 3.1723, -1.7208)  -0.33
O (-1.7146, 2.0643, -0.3350)  -0.52
C (-2.4539, 2.7517, -2.7239)  -0.17
C (-3.6774, 3.3433, -3.0184)  -0.61
C (-4.4418, 2.9161, -4.0784)  -0.54
C (-4.0026, 1.8060, -4.8560)  -0.70
C (-2.7979, 1.2091, -4.5613)  -0.59
C (-1.9901, 1.6662, -3.5280)  -0.75
S (-0.4143, 0.8906, -3.3494)  1.73
O (0.6379, 1.8007, -3.7527)  -0.77
O (-0.4810, -0.2864, -4.1946)  -0.69
O (-0.2342, 0.4714, -1.9083)  0.14
H (-3.9998, 4.1588, -2.3858)  0.53
H (-5.3774, 3.3984, -4.3202)  0.38
H (-4.6162, 1.4468, -5.6723)  0.40
H (-2.4364, 0.3599, -5.1221)  0.55
O (0.4490, 0.4964, 0.6497)  -0.27
N (0.0878, 1.0349, 1.8265)  -1.12
N (0.1727, 2.3414, 1.7656)  0.89
O (0.6796, 2.8996, 0.6593)  -0.03
C (-0.2426, 3.0985, 2.8128)  0.45
C (-0.5980, 2.4791, 4.0295)  -0.70
C (-1.0007, 3.2529, 5.0902)  -0.52
C (-1.0831, 4.6389, 4.9835)  -0.56
C (-0.7575, 5.2454, 3.7696)  -0.74
C (-0.3342, 4.4970, 2.6973)  -0.40
H (-0.5348, 1.4055, 4.0908)  0.33
H (-1.2596, 2.7739, 6.0254)  0.35
H (-1.4118, 5.2283, 5.8310)  0.33
H (-0.8471, 6.3195, 3.6702)  0.35
H (-0.0952, 4.9363, 1.7409)  0.39
C (-0.6642, -2.7068, 2.3108)  -1.38
C (0.6512, -1.9731, 2.4608)  -0.77
Ge (1.6053, -1.6344, 0.6788)  2.32
C (3.2601, -0.6879, 1.4259)  -0.03
C (4.5346, -1.4340, 1.0735)  -1.41
C (2.2017, -3.4347, 0.0216)  -0.75
C (1.8697, -3.5280, -1.2806)  -0.16
Ge (0.9176, -1.7494, -1.7903)  0.45
C (2.0573, -1.1842, -3.3896)  -0.72
C (3.5241, -1.5646, -3.2567)  -1.32
C (-1.0032, -2.3104, -2.2427)  -0.86
C (-1.5079, -3.4974, -1.4414)  -1.17
C (2.1780, -4.6516, -2.1249)  0.04
C (3.1970, -5.5763, -1.8205)  -0.57
C (3.4570, -6.6495, -2.6426)  -0.73
C (2.7297, -6.8434, -3.8136)  -0.39
C (1.7473, -5.9124, -4.1525)  -0.92
C (1.4783, -4.8450, -3.3270)  0.49
H (-1.1280, -2.9048, 3.2808)  0.45
H (-0.4959, -3.6565, 1.8031)  0.31
H (-1.3424, -2.1002, 1.7153)  0.19
H (1.3309, -2.5504, 3.0924)  0.49
H (0.4979, -1.0016, 2.9227)  0.20
H (3.1511, -0.6200, 2.5099)  0.58
H (3.2832, 0.3288, 1.0383)  -0.75
H (4.5765, -2.3623, 1.6410)  0.40
H (5.4252, -0.8432, 1.2876)  0.40
H (4.5382, -1.7021, 0.0195)  0.14
H (2.6687, -4.2446, 0.5704)  0.21
H (1.9394, -0.1176, -3.5382)  0.42
H (1.6226, -1.6775, -4.2558)  0.73
H (3.9581, -1.1429, -2.3505)  0.09
H (4.1005, -1.1957, -4.1085)  0.41
H (3.6240, -2.6487, -3.2126)  0.27
H (-1.0378, -2.5181, -3.3111)  0.60
H (-1.6260, -1.4339, -2.0765)  0.46
H (-0.8435, -4.3478, -1.5825)  0.22
H (-2.5151, -3.7778, -1.7555)  0.43
H (-1.5355, -3.2538, -0.3822)  0.08
H (3.7876, -5.4225, -0.9284)  0.37
H (4.2349, -7.3563, -2.3714)  0.35
H (2.9321, -7.6945, -4.4562)  0.36
H (1.1909, -6.0420, -5.0747)  0.38
H (0.7150, -4.1235, -3.5819)  0.26
C (2.8195, 4.5338, -1.1479)  -1.25
Ge (3.4576, 2.8333, -0.3368)  1.14
C (5.4482, 2.5533, -0.7409)  -1.56
C (3.5867, 3.0349, 1.6689)  -1.24
C (2.4494, 1.4283, -1.2185)  0.17
H (3.3110, 5.4393, -0.7994)  0.45
H (1.7584, 4.5802, -0.9172)  0.21
H (2.9184, 4.4740, -2.2297)  0.33
H (6.0974, 3.2879, -0.2729)  0.38
H (5.6486, 2.5644, -1.8070)  0.37
H (5.7342, 1.5753, -0.3600)  0.35
H (4.0163, 4.0084, 1.8984)  0.45
H (4.2351, 2.2710, 2.0873)  0.39
H (2.6196, 2.9662, 2.1523)  0.18
H (2.9064, 0.4431, -1.1227)  -0.36
H (2.4207, 1.7078, -2.2764)  0.53

# 4
C2H3NO2 | wB97M-V/def2-TZVPD

Results
Charge: 0
2S+1: 1
E_LUMO (spin up / spin down) (eV): -0.88 / -0.88
Orbital gap (spin up / spin down) (eV): 8.84 / 8.84
HOMO level (spin up / spin down) (eV): -9.722 / -9.722
Relative energy (zero: lowest compared OMol25 entry of this formula, charge and spin) (kJ/mol): 702.69

Last column: Mulliken charge in e.
Element x y z (Å)
C (-0.1469, -0.2600, 0.0556)  -0.11
C (-0.6374, 1.0675, 0.1371)  -0.19
N (-1.9354, 0.0532, -1.2704)  0.08
O (-1.6612, 1.1800, -0.7042)  -0.09
O (-1.0248, -0.7898, -0.8049)  -0.04
H (2.5104, -1.3460, 0.8726)  -0.23
H (-0.2134, 1.9711, 0.4281)  0.35
H (3.1089, -1.8761, 1.2861)  0.25